# 1
The following is a DFT calculation (the ωB97M-V functional and the def2-TZVPD basis) of a structure of composition C3H6N4O at a distorted geometry.

Output
* E_LUMO: -0.0112 hartree
* strongest force on any atom: 0.1184 Eh/bohr
* E_tot: -411.9320 a.u.
* orbital gap: 9.185 eV

The geometry in ORCA input format:
```
! wB97M-V def2-TZVPD RIJCOSX def2/J DEFGRID3
* xyz 0 1
C -0.849 0.396 -2.072
C 0.556 -0.882 2.147
C -0.526 -0.683 1.164
H 0.261 0.423 -2.375
H -1.200 1.295 -2.497
H -1.331 -0.603 -2.375
H -0.147 1.665 -0.185
H 2.314 -0.696 -0.066
H 0.298 -0.868 3.279
N -0.844 0.713 -0.499
N 0.061 -0.243 0.087
N 1.430 0.244 0.380
N 1.694 -0.256 1.712
O -1.717 -0.504 1.299
*
```


# 2
The following is a DFT calculation (the ωB97M-V functional and the def2-TZVPD basis) of a cluster of 6 separate species, C2H17NO5 in total at a distorted geometry.

Output
* E_LUMO: 0.0055 hartree
* strongest force on any atom: 0.0280 Eh/bohr
* SMILES string: CNC.O.O.O.O.O
* E_tot: -517.3280 a.u.
* orbital gap: 9.236 eV

The geometry in ORCA input format:
```
! wB97M-V def2-TZVPD RIJCOSX def2/J DEFGRID3
* xyz 0 1
C 0.619 2.117 0.969
N 0.910 1.208 -0.136
C 2.315 0.806 -0.291
H 1.227 1.828 1.832
H 0.916 3.140 0.716
H -0.408 2.002 1.282
H 0.668 1.541 -1.059
H 2.949 1.525 -0.797
H 2.283 -0.069 -0.945
H 2.726 0.418 0.640
O -1.220 -0.774 0.297
H -1.052 -0.636 1.254
H -0.352 -0.494 -0.063
O -2.460 1.608 -0.552
H -1.815 1.971 -1.163
H -2.071 0.759 -0.260
O 0.252 -0.734 -2.586
H -0.690 -0.513 -2.568
H 0.191 -1.663 -2.314
O -0.223 -0.751 2.826
H 0.435 -0.174 3.218
H 0.190 -1.573 2.550
O 0.028 -2.949 -0.713
H 0.160 -3.436 0.105
H -0.855 -2.565 -0.550
*
```


# 3
The following is a DFT calculation (the ωB97M-V functional and the def2-TZVPD basis) of a structure of composition C28H54AlClF5N6O11 at a distorted geometry.

Output
* E_LUMO: 0.0704 hartree
* strongest force on any atom: 0.0990 Eh/bohr
* E_tot: -3457.4569 a.u.
* orbital gap: 6.841 eV

The geometry in ORCA input format:
```
! wB97M-V def2-TZVPD RIJCOSX def2/J DEFGRID3
* xyz -1 1
C 1.702 3.929 0.835
C 0.906 4.068 -0.552
C -0.688 3.937 -0.441
Cl -1.172 4.910 1.079
C -1.194 2.394 -0.232
O -0.098 1.473 0.078
Al -1.107 -0.132 0.131
O -0.055 -1.477 -0.623
C 0.946 -1.861 0.367
C 2.319 -1.027 0.221
N 3.268 -1.623 -0.768
C 3.987 -0.518 -1.493
C 3.070 -0.052 -2.749
C 3.806 0.986 -3.728
O 2.677 -1.280 -3.454
O -2.596 0.494 -0.856
C -2.387 1.886 -1.247
C -3.691 2.690 -0.765
C -4.046 3.999 -1.618
O -3.540 5.247 -1.054
C -3.305 6.093 -2.223
C -2.914 7.594 -1.840
F -1.476 7.631 -1.736
F -3.394 7.977 -0.563
F -3.283 8.521 -2.868
N -2.023 2.036 -2.693
C -2.979 1.418 -3.605
O -4.108 0.980 -3.354
F -2.519 1.255 -4.966
C -0.718 1.389 -3.015
O 0.316 2.032 -3.223
F -0.698 -0.039 -3.138
H 1.628 4.888 1.461
H 1.458 2.978 1.423
H 2.824 3.838 0.554
H 1.121 5.140 -0.938
H 1.398 3.364 -1.301
H -1.138 4.392 -1.384
H -1.668 2.489 0.823
H -1.506 -0.450 1.654
H 1.114 -2.997 0.309
H 0.471 -1.665 1.405
H 2.839 -1.100 1.256
H 2.088 0.084 0.037
H 3.962 -2.245 -0.310
H 4.998 -0.869 -1.903
H 4.119 0.424 -0.835
H 2.098 0.353 -2.295
H 4.280 0.389 -4.591
H 3.030 1.737 -4.130
H 4.641 1.534 -3.160
H 3.471 -1.678 -3.879
H -3.699 2.980 0.336
H -4.581 1.965 -0.907
H -5.202 4.091 -1.605
H -3.751 3.957 -2.719
H -4.201 6.077 -2.949
H -2.411 5.672 -2.826
C 2.101 -4.509 2.511
O 2.764 -3.494 2.447
N 1.479 -4.976 3.634
C 0.703 -6.198 3.630
C 1.599 -4.226 4.869
H 1.945 -5.154 1.631
H -0.325 -5.968 3.922
H 1.139 -6.899 4.346
H 0.700 -6.654 2.638
H 1.199 -3.220 4.716
H 2.655 -4.146 5.139
H 1.050 -4.721 5.674
C -1.051 -5.274 7.749
O 0.063 -5.195 7.265
N -1.524 -4.499 8.766
C -2.865 -4.654 9.289
C -0.657 -3.489 9.341
H -1.788 -6.008 7.386
H -3.407 -3.713 9.164
H -2.806 -4.904 10.352
H -3.400 -5.447 8.764
H -0.358 -2.786 8.560
H 0.239 -3.970 9.740
H -1.172 -2.953 10.140
C 6.519 -3.198 0.366
O 5.364 -3.417 0.671
N 7.252 -3.930 -0.524
C 8.628 -3.606 -0.837
C 6.632 -5.068 -1.176
H 7.083 -2.358 0.803
H 8.710 -3.398 -1.907
H 9.262 -4.459 -0.580
H 8.960 -2.731 -0.275
H 5.757 -4.727 -1.736
H 6.306 -5.782 -0.417
H 7.337 -5.550 -1.855
C -6.272 4.822 -5.152
O -5.795 5.103 -4.068
N -6.518 3.561 -5.601
C -7.090 3.311 -6.907
C -6.199 2.428 -4.747
H -6.552 5.601 -5.880
H -8.033 2.772 -6.786
H -6.394 2.703 -7.490
H -7.278 4.247 -7.437
H -6.763 2.515 -3.814
H -5.136 2.445 -4.514
H -6.452 1.491 -5.243
*
```


# 4
The following is a DFT calculation (the ωB97M-V functional and the def2-TZVPD basis) of the molecule C22H25N3O5S at a distorted geometry.

Output
* E_LUMO: -0.0113 hartree
* strongest force on any atom: 0.0204 Eh/bohr
* SMILES string: CCCCN1C(=O)c2ccc(C(=O)Nc3ccc(C)c(S(=O)(=O)N(C)C)c3)cc2C1=O
* E_tot: -1792.0440 a.u.
* orbital gap: 8.768 eV

The geometry in ORCA input format:
```
! wB97M-V def2-TZVPD RIJCOSX def2/J DEFGRID3
* xyz 0 1
C 5.799 -2.205 -0.518
C 4.988 -1.140 0.212
C 3.484 -1.284 -0.008
C 2.927 -2.584 0.578
N 1.484 -2.534 0.677
C 0.821 -2.290 1.869
O 1.344 -2.228 2.952
C -0.610 -2.151 1.505
C -1.705 -1.826 2.275
C -2.911 -1.604 1.621
C -3.018 -1.748 0.243
C -4.310 -1.372 -0.419
O -5.095 -2.155 -0.898
N -4.574 -0.027 -0.391
C -3.724 0.998 0.040
C -4.225 2.070 0.779
C -3.374 3.052 1.241
C -1.996 3.010 1.013
C -1.118 4.076 1.585
C -1.522 1.958 0.244
S 0.184 1.593 -0.205
O 0.454 0.253 0.235
O 1.108 2.616 0.204
N 0.025 1.563 -1.884
C 1.029 0.759 -2.549
C -0.096 2.907 -2.400
C -2.368 0.987 -0.259
C -1.925 -2.158 -0.524
C -0.721 -2.320 0.124
C 0.646 -2.528 -0.419
O 0.994 -2.651 -1.568
H 5.550 -2.213 -1.576
H 6.863 -2.003 -0.417
H 5.603 -3.193 -0.110
H 5.203 -1.187 1.282
H 5.294 -0.154 -0.142
H 3.262 -1.255 -1.076
H 2.962 -0.448 0.463
H 3.302 -2.737 1.593
H 3.195 -3.437 -0.050
H -1.616 -1.707 3.344
H -3.778 -1.296 2.188
H -5.515 0.232 -0.663
H -5.282 2.122 0.997
H -3.777 3.873 1.816
H -1.465 5.058 1.267
H -0.088 3.939 1.275
H -1.164 4.047 2.673
H 1.063 -0.209 -2.056
H 2.020 1.222 -2.508
H 0.737 0.621 -3.590
H 0.834 3.474 -2.282
H -0.365 2.862 -3.455
H -0.888 3.412 -1.848
H -1.932 0.228 -0.883
H -2.011 -2.289 -1.592
*
```